Entry 1:
{
  "formula": "C3H4N2O",
  "method": "wB97M-V/def2-TZVPD",
  "symbols": ["N", "C", "C", "C", "N", "O", "H", "H", "H", "H"],
  "coordinates": [[0.261, 1.431, -0.983], [-0.145, 0.250, -0.535], [0.049, -1.066, -0.463], [0.038, -1.121, 1.013], [-0.710, -0.292, 1.664], [-1.135, 0.634, 0.778], [-0.188, 2.146, -0.437], [1.137, 1.651, -1.440], [-0.013, -1.925, -1.135], [0.794, -1.666, 1.550]],
  "homo_energy_ev": -8.22,
  "smiles": "Nc1ccno1",
  "multiplicity": 1,
  "de_lowest_kj_mol": 474.3,
  "energy_ha": -301.30656
}



Entry 2:
{
  "formula": "C3H4N2O",
  "method": "wB97M-V/def2-TZVPD",
  "symbols": ["H", "N", "C", "O", "C", "C", "N", "H", "H", "H"],
  "coordinates": [[-2.381, -0.281, -1.498], [-1.727, -1.044, -1.270], [-0.818, -0.474, -0.601], [0.305, -1.050, -0.053], [1.250, -0.171, 0.718], [0.726, 1.193, 0.697], [-0.068, 1.978, 0.392], [-0.853, 0.589, -0.391], [2.246, -0.204, 0.252], [1.320, -0.535, 1.753]],
  "homo_energy_ev": -10.26,
  "smiles": "[H]/N=C/OCC#N",
  "multiplicity": 1,
  "de_lowest_kj_mol": 253.6,
  "energy_ha": -301.39062
}



Entry 3:
{
  "formula": "C3H4N2O",
  "method": "wB97M-V/def2-TZVPD",
  "symbols": ["O", "C", "N", "C", "C", "N", "H", "H", "H", "H"],
  "coordinates": [[2.575, 0.738, 0.720], [1.590, 1.072, 0.211], [0.245, -1.537, -0.281], [-0.835, -0.894, -0.033], [-1.199, 0.471, -0.020], [0.495, 1.478, -0.216], [0.070, -2.541, -0.303], [-1.842, -1.346, 0.129], [-1.536, 0.787, 0.977], [0.437, 1.773, -1.183]],
  "homo_energy_ev": -8.38,
  "multiplicity": 1,
  "de_lowest_kj_mol": 424.6,
  "energy_ha": -301.32553
}



Entry 4:
{
  "formula": "C3H4N2O",
  "method": "wB97M-V/def2-TZVPD",
  "symbols": ["O", "C", "N", "C", "C", "N", "H", "H", "H", "H"],
  "coordinates": [[-0.284, 0.707, -2.017], [0.037, 0.386, -0.779], [1.241, 0.620, -0.248], [1.249, 0.203, 1.049], [-0.078, -0.522, 1.221], [-0.835, -0.224, 0.012], [0.517, 1.102, -2.403], [0.369, -1.528, 1.160], [-0.658, -0.450, 2.143], [-1.795, -0.427, -0.220]],
  "homo_energy_ev": -7.90,
  "multiplicity": 1,
  "de_lowest_kj_mol": 279.8,
  "energy_ha": -301.38068
}



Entry 5:
{
  "formula": "C3H4N2O",
  "method": "wB97M-V/def2-TZVPD",
  "symbols": ["O", "C", "C", "C", "N", "N", "H", "H", "H", "H"],
  "coordinates": [[-2.067, 0.137, 0.350], [-0.742, 0.009, 0.128], [0.365, 0.765, 0.424], [1.465, 0.038, -0.075], [1.094, -1.118, -0.585], [-0.253, -1.113, -0.432], [-2.228, 0.994, 0.766], [0.657, 1.821, 0.238], [2.505, 0.355, -0.043], [-0.796, -1.888, -0.771]],
  "homo_energy_ev": -8.86,
  "smiles": "Oc1ccn[nH]1",
  "multiplicity": 1,
  "de_lowest_kj_mol": 170.9,
  "energy_ha": -301.42213
}



Entry 6:
{
  "formula": "C3H4N2O",
  "method": "wB97M-V/def2-TZVPD",
  "symbols": ["H", "N", "C", "O", "C", "C", "N", "H", "H", "H"],
  "coordinates": [[2.738, -0.849, 0.650], [2.386, -0.094, 0.063], [1.129, -0.143, 0.108], [0.385, 0.757, -0.589], [-1.030, 0.668, -0.564], [-1.527, -0.359, 0.367], [-1.776, -1.200, 1.120], [0.536, -0.858, 0.681], [-1.405, 0.439, -1.567], [-1.437, 1.640, -0.269]],
  "homo_energy_ev": -10.63,
  "smiles": "[H]/N=C/OCC#N",
  "multiplicity": 1,
  "de_lowest_kj_mol": 179.1,
  "energy_ha": -301.41903
}



Entry 7:
{
  "formula": "C3H4N2O",
  "method": "wB97M-V/def2-TZVPD",
  "symbols": ["N", "C", "C", "O", "C", "N", "H", "H", "H", "H"],
  "coordinates": [[1.578, 0.187, 0.192], [0.130, 0.056, 0.008], [-0.580, 1.221, 0.005], [-1.865, 0.676, -0.171], [-1.760, -0.663, -0.243], [-0.555, -1.130, -0.140], [2.157, -0.118, -0.596], [1.950, -0.229, 1.051], [1.627, 1.216, 0.269], [-2.681, -1.218, -0.375]],
  "homo_energy_ev": -8.21,
  "multiplicity": 1,
  "de_lowest_kj_mol": 351.5,
  "energy_ha": -301.35337
}



Entry 8:
{
  "formula": "C3H4N2O",
  "method": "wB97M-V/def2-TZVPD",
  "symbols": ["N", "C", "C", "C", "N", "O", "H", "H", "H", "H"],
  "coordinates": [[1.891, 0.526, -0.477], [0.592, 0.172, -0.831], [-0.526, 0.407, -0.185], [-1.648, 0.260, 0.480], [-1.936, -0.972, 1.213], [-0.977, -1.682, 1.391], [2.573, -0.160, -0.773], [2.009, 0.753, 0.502], [0.496, -0.269, -1.822], [-2.474, 0.965, 0.502]],
  "homo_energy_ev": [-8.69, -8.70],
  "smiles": "NC=C=CN=O",
  "multiplicity": 1,
  "de_lowest_kj_mol": 447.6,
  "energy_ha": -301.31674
}



Entry 9:
{
  "formula": "C3H4N2O",
  "method": "wB97M-V/def2-TZVPD",
  "symbols": ["N", "C", "C", "O", "N", "C", "H", "H", "H", "H"],
  "coordinates": [[-1.129, 1.045, 0.778], [-0.141, 0.504, -0.041], [0.725, 0.729, -0.991], [1.446, -1.019, -1.345], [0.817, -1.765, -0.529], [-0.043, -1.293, 0.253], [-1.268, 0.458, 1.590], [-1.108, 2.022, 1.046], [1.327, 1.234, -1.727], [-0.626, -1.915, 0.965]],
  "homo_energy_ev": -9.32,
  "multiplicity": 1,
  "de_lowest_kj_mol": 516.7,
  "energy_ha": -301.29042
}



Entry 10:
{
  "formula": "C3H4N2O",
  "method": "wB97M-V/def2-TZVPD",
  "symbols": ["H", "N", "C", "C", "O", "H", "H", "C", "N", "H"],
  "coordinates": [[-2.252, -0.373, 0.645], [-1.257, -0.167, 0.609], [-0.767, -0.248, -0.549], [0.313, -0.167, -1.485], [-1.080, -0.519, -1.827], [1.024, -0.983, -1.557], [0.643, 0.803, -1.841], [1.109, 0.554, 2.039], [2.191, 0.713, 1.673], [0.076, 0.387, 2.291]],
  "homo_energy_ev": -11.02,
  "smiles": "[H]/N=C1/CO1.C#N",
  "multiplicity": 1,
  "de_lowest_kj_mol": 289.7,
  "energy_ha": -301.37689
}



Entry 11:
{
  "formula": "C3H4N2O",
  "method": "wB97M-V/def2-TZVPD",
  "symbols": ["N", "C", "O", "C", "C", "N", "H", "H", "H", "H"],
  "coordinates": [[-0.264, 0.845, -0.637], [-1.266, 0.536, 0.187], [-1.244, -0.531, 0.834], [0.695, -1.174, 0.231], [1.053, 0.183, -0.026], [2.203, 0.544, 0.166], [-0.376, 1.677, -1.205], [-2.089, 1.261, 0.323], [0.592, -1.790, -0.669], [0.895, -1.708, 1.154]],
  "homo_energy_ev": [-8.21, -8.21],
  "multiplicity": 1,
  "de_lowest_kj_mol": 447.6,
  "energy_ha": -301.31676
}



Entry 12:
{
  "formula": "C3H4N2O",
  "method": "wB97M-V/def2-TZVPD",
  "symbols": ["N", "C", "C", "O", "N", "C", "H", "H", "H", "H"],
  "coordinates": [[-0.925, 1.027, -1.028], [0.032, 0.497, -0.166], [1.116, 0.725, 0.525], [1.545, -1.010, 1.241], [0.614, -1.749, 0.787], [-0.287, -1.276, 0.053], [-1.748, 0.439, -1.035], [-1.187, 2.005, -0.980], [1.951, 1.231, 0.979], [-1.110, -1.889, -0.374]],
  "homo_energy_ev": -9.33,
  "multiplicity": 1,
  "de_lowest_kj_mol": 514.8,
  "energy_ha": -301.29114
}



Entry 13:
{
  "formula": "C3H4N2O",
  "method": "wB97M-V/def2-TZVPD",
  "symbols": ["N", "C", "C", "C", "O", "H", "N", "H", "H", "H"],
  "coordinates": [[-1.000, 0.658, 4.028], [-1.565, 0.885, 3.054], [-2.316, 1.134, 1.978], [-2.839, 1.922, 1.101], [-2.279, 0.888, 0.414], [-3.369, 2.800, 0.679], [0.541, -0.520, -0.291], [0.103, -0.917, -1.014], [1.255, 0.138, -0.487], [-0.137, 0.028, 0.263]],
  "homo_energy_ev": -9.38,
  "smiles": "N#CC1=CO1.N",
  "multiplicity": 1,
  "de_lowest_kj_mol": 540.4,
  "energy_ha": -301.28140
}



Entry 14:
{
  "formula": "C3H4N2O",
  "method": "wB97M-V/def2-TZVPD",
  "symbols": ["N", "C", "O", "C", "C", "N", "H", "H", "H", "H"],
  "coordinates": [[1.088, 0.601, 0.225], [1.327, -0.628, 0.160], [0.353, -1.525, -0.261], [-0.568, -1.233, -1.167], [-2.062, 1.036, 0.540], [-3.202, 0.914, 0.673], [1.899, 1.113, 0.566], [2.231, -1.171, 0.441], [-0.308, -0.204, -1.532], [-0.992, 1.134, 0.417]],
  "homo_energy_ev": -9.42,
  "multiplicity": 1,
  "de_lowest_kj_mol": 484.4,
  "energy_ha": -301.30272
}



Entry 15:
{
  "formula": "C3H4N2O",
  "method": "wB97M-V/def2-TZVPD",
  "symbols": ["C", "C", "N", "O", "H", "H", "H", "C", "N", "H"],
  "coordinates": [[0.371, 1.420, -0.925], [-0.256, 0.206, -0.395], [-1.141, -0.604, -0.429], [-1.444, -1.633, 0.213], [-0.228, 1.854, -1.732], [0.476, 2.154, -0.125], [1.367, 1.185, -1.306], [0.159, -1.550, 1.479], [0.808, -0.602, 1.198], [-0.111, -2.431, 2.021]],
  "homo_energy_ev": -9.66,
  "smiles": "CC#[N+][O-].C#N",
  "multiplicity": 1,
  "de_lowest_kj_mol": 441.4,
  "energy_ha": -301.31910
}



Entry 16:
{
  "formula": "C3H4N2O",
  "method": "wB97M-V/def2-TZVPD",
  "symbols": ["O", "C", "C", "N", "C", "N", "H", "H", "H", "H"],
  "coordinates": [[-1.913, -1.412, 0.323], [-0.779, -0.795, 0.374], [-0.629, 0.661, -0.175], [0.749, 0.814, -0.194], [1.291, -0.344, 0.212], [0.479, -1.317, 0.429], [-1.534, -0.325, -1.260], [-1.259, 1.462, 0.219], [1.235, 1.688, -0.258], [2.360, -0.433, 0.330]],
  "homo_energy_ev": [-8.82, -8.82],
  "multiplicity": 1,
  "de_lowest_kj_mol": 402.3,
  "energy_ha": -301.33399
}



Entry 17:
{
  "formula": "C3H4N2O",
  "method": "wB97M-V/def2-TZVPD",
  "symbols": ["C", "C", "N", "N", "C", "O", "H", "H", "H", "H"],
  "coordinates": [[-1.506, 0.506, -1.201], [-0.972, 0.672, -0.028], [-0.438, 0.779, 1.085], [0.793, 0.138, 1.242], [1.335, -0.695, 0.288], [1.207, -0.562, -0.906], [-2.022, -0.423, -1.422], [-1.270, 1.192, -2.007], [0.981, -0.074, 2.210], [1.892, -1.535, 0.738]],
  "homo_energy_ev": -9.15,
  "smiles": "C=C=NNC=O",
  "multiplicity": 1,
  "de_lowest_kj_mol": 286.5,
  "energy_ha": -301.37811
}



Entry 18:
{
  "formula": "C3H4N2O",
  "method": "wB97M-V/def2-TZVPD",
  "symbols": ["H", "N", "C", "N", "C", "C", "O", "H", "H", "H"],
  "coordinates": [[-2.651, 0.652, -0.211], [-2.043, -0.131, -0.040], [-0.800, 0.079, 0.010], [0.160, 1.068, 0.169], [1.412, 0.585, -0.125], [1.310, -0.761, -0.023], [-0.012, -1.028, 0.043], [0.178, 2.095, -0.208], [2.330, 1.235, -0.012], [1.890, -1.735, 0.020]],
  "homo_energy_ev": -8.10,
  "smiles": "[H]/N=c1\\[nH]cco1",
  "multiplicity": 1,
  "de_lowest_kj_mol": 213.9,
  "energy_ha": -301.40577
}



Entry 19:
{
  "formula": "C3H4N2O",
  "method": "wB97M-V/def2-TZVPD",
  "symbols": ["O", "C", "C", "N", "C", "N", "H", "H", "H", "H"],
  "coordinates": [[-1.406, 1.703, -0.082], [-0.789, 0.650, 0.161], [-0.885, -0.748, -0.410], [0.249, -1.388, -0.546], [1.223, -0.483, -0.227], [0.774, 0.653, 0.201], [-0.916, 0.147, 1.226], [-1.838, -1.263, -0.501], [2.277, -0.734, -0.296], [1.311, 1.464, 0.474]],
  "homo_energy_ev": -8.49,
  "multiplicity": 1,
  "de_lowest_kj_mol": 276.0,
  "energy_ha": -301.38209
}



Entry 20:
{
  "formula": "C3H4N2O",
  "method": "wB97M-V/def2-TZVPD",
  "symbols": ["C", "C", "O", "H", "H", "N", "C", "N", "H", "H"],
  "coordinates": [[-0.035, 1.533, -0.437], [-0.558, 1.341, 0.745], [-1.028, 1.178, 1.809], [-0.654, 1.886, -1.250], [0.992, 1.233, -0.614], [0.142, -1.295, -1.972], [0.206, -1.312, -0.815], [0.285, -1.326, 0.524], [-0.510, -1.714, 1.010], [1.190, -1.518, 0.927]],
  "homo_energy_ev": -9.21,
  "smiles": "C=C=O.N#CN",
  "multiplicity": 1,
  "de_lowest_kj_mol": 207.1,
  "energy_ha": -301.40834
}